27
Properties=species:S:1:pos:R:3:forces:R:3 method="wB97M-V/def2-TZVPD" largest_force_ev_per_a=3.8 total_charge=0 gap_ev=7.5619 smiles="CC(C)C#CN(C)C.CP=O" total_energy_ev=-21377.9483 homo_ev=-7.96 e_above_lowest_kj_mol=285.8
C -0.457698 -0.607444 2.578129 -1.8 -3.3 0.6
C 0.543307 0.400464 2.234131 2.6 0.0 -1.0
C 2.040742 -0.074880 2.438003 -0.4 2.7 -1.4
C 0.424710 0.849795 0.837256 -0.1 0.0 -0.7
C 0.423679 1.175896 -0.325720 0.2 0.1 1.3
N 0.462532 1.509582 -1.627697 0.6 0.9 1.5
C 1.592333 2.321663 -2.077894 -1.2 1.1 -1.0
C 0.128287 0.404137 -2.427165 0.1 1.1 -2.6
H -0.917795 -0.571505 3.573157 0.7 0.3 0.2
H -0.132998 -1.728008 2.482496 -0.4 2.1 -0.2
H -1.342277 -0.441329 1.971424 -0.1 -0.3 -0.4
H 0.405686 1.282711 2.813646 -0.1 0.7 0.8
H 2.291090 -0.966618 1.849052 0.0 0.8 -0.6
H 2.640114 0.928871 2.258910 -0.6 -2.6 0.0
H 2.217996 -0.401073 3.408130 0.2 -0.2 2.2
H 1.424484 3.399079 -1.706273 0.9 -1.8 -0.2
H 2.620962 1.867590 -1.944712 -1.1 0.7 0.1
H 1.287508 2.362785 -3.148182 1.2 0.4 0.3
H 0.235484 0.684792 -3.479303 0.1 0.0 0.0
H 0.706435 -0.440995 -2.273669 1.4 -1.9 0.5
H -0.874810 0.183951 -2.317639 -2.2 -0.7 0.5
C -2.375772 -2.488839 -1.014814 1.8 1.3 0.0
P -3.290348 -1.331802 0.225635 1.1 -1.9 -0.4
O -3.624526 -0.142243 -0.542972 -0.4 1.3 -0.6
H -1.439473 -2.957682 -0.602241 -0.9 0.4 0.2
H -3.031394 -3.310828 -1.263954 -0.3 -0.2 -0.4
H -1.958259 -1.908069 -1.917736 -1.2 -0.8 1.2